No. 1
{
  "formula": "C3H7S",
  "method": "ωB97M-V/def2-TZVPD",
  "e_lumo_ha": 0.1581,
  "relative_energy_kj_mol": 103.8,
  "gap_ha": 0.236,
  "total_charge": -1,
  "fmax_ev_per_a": 0.3,
  "energy_ev": -14059.3853,
  "symbols": ["C", "S", "H", "H", "H", "C", "C", "H", "H", "H", "H"],
  "xyz": [[2.136175, 1.752969, -1.083165], [0.730096, 0.708727, -0.544291], [2.253580, 2.633759, -0.447886], [3.071737, 1.189767, -1.045579], [2.002821, 2.068513, -2.122779], [-1.434754, -1.314200, 1.476646], [-1.984471, -1.464639, 0.282625], [-1.729283, -1.922578, 2.324482], [-0.635230, -0.588933, 1.593893], [-2.776237, -2.190345, 0.119193], [-1.634434, -0.873039, -0.553138]],
  "forces_ev_per_a": [[-0.15, -0.30, -0.07], [0.07, 0.07, 0.01], [-0.01, 0.08, -0.07], [0.08, 0.01, 0.04], [0.02, 0.16, 0.07], [0.18, 0.08, -0.11], [-0.13, -0.14, 0.10], [-0.06, 0.04, 0.06], [-0.01, -0.06, 0.10], [0.01, 0.01, -0.07], [-0.02, 0.04, -0.06]]
}

=====

No. 2
{
  "formula": "C3H7S",
  "method": "ωB97M-V/def2-TZVPD",
  "e_lumo_ha": [0.0415, -0.0659],
  "relative_energy_kj_mol": 0.0,
  "gap_ha": [0.380, 0.258],
  "s_squared": 0.753,
  "total_charge": 0,
  "fmax_ev_per_a": 0.8,
  "multiplicity": 2,
  "energy_ev": -14058.4703,
  "symbols": ["C", "C", "C", "S", "H", "H", "H", "H", "H", "H", "H"],
  "xyz": [[0.542951, -0.516523, 1.034752], [0.467904, -0.119950, -0.448088], [-0.770890, 0.714236, -0.746787], [-2.249022, -0.253437, -0.428982], [0.361360, 0.350632, 1.671044], [1.523909, -0.953351, 1.232268], [-0.160033, -1.296362, 1.340818], [1.360535, 0.481934, -0.614842], [0.471552, -1.015331, -1.065892], [-0.811706, 0.984885, -1.810048], [-0.736560, 1.623265, -0.164244]],
  "forces_ev_per_a": [[0.04, -0.41, -0.14], [-0.02, 0.00, 0.79], [0.21, -0.65, -0.20], [-0.20, 0.23, -0.06], [0.22, 0.00, 0.08], [0.06, 0.28, 0.18], [-0.24, 0.15, -0.28], [0.07, 0.00, -0.47], [0.16, 0.04, -0.17], [-0.05, 0.01, 0.11], [-0.25, 0.35, 0.16]]
}

=====

No. 3
{
  "formula": "C3H8BCl2GaNO",
  "method": "ωB97M-V/def2-TZVPD",
  "e_lumo_ha": 0.1209,
  "relative_energy_kj_mol": 12.4,
  "gap_ha": 0.270,
  "total_charge": -1,
  "fmax_ev_per_a": 1.2,
  "energy_ev": -84877.5189,
  "symbols": ["C", "C", "Cl", "C", "Cl", "Ga", "B", "N", "O", "H", "H", "H", "H", "H", "H", "H", "H"],
  "xyz": [[2.138576, 0.623176, 0.970394], [2.100570, 0.089960, -0.441368], [3.479933, 0.603925, -1.415070], [1.109268, -0.661774, -0.917956], [1.190378, -1.165320, -2.598456], [-0.555984, -1.292689, 0.117364], [-2.182598, 0.031162, -0.325540], [-2.071939, 1.494028, -0.406589], [-3.477019, -0.466997, -0.506562], [1.427394, 1.443891, 1.081825], [3.136825, 0.986227, 1.212210], [1.879955, -0.172183, 1.668720], [-0.836411, -2.832107, -0.239740], [-0.294180, -1.198289, 1.716115], [-1.109656, 1.756429, -0.588211], [-2.300076, 1.891560, 0.500421], [-3.635043, -1.131004, 0.172447]],
  "forces_ev_per_a": [[0.16, -0.15, -0.17], [-0.31, -0.09, 0.09], [0.12, 0.08, -0.11], [0.26, 0.05, 0.25], [-0.05, -0.03, -0.08], [-0.26, -0.02, 0.10], [0.25, -0.25, -0.32], [0.34, -0.20, -0.18], [-0.32, 0.71, 0.96], [0.02, -0.01, 0.13], [-0.03, 0.04, -0.01], [-0.16, 0.11, 0.01], [0.06, 0.01, -0.10], [0.15, 0.04, -0.03], [0.05, 0.03, 0.15], [-0.39, 0.18, -0.18], [0.10, -0.48, -0.51]]
}

=====

What is the formula in the second record? C3H7S